No. 1
ORCA calculation (ωB97M-V with the def2-TZVPD basis set) on one molecule with the formula C18H30N2O3S in a non-equilibrium geometry.

Positions of all 54 atoms, in Å:
C  1.594  0.194  -2.474
H  1.168  1.032  -3.023
C  2.918  0.598  -1.834
C  2.877  1.923  -1.070
C  2.012  1.906  0.196
C  0.565  2.334  -0.044
C  -0.245  2.292  1.248
C  -1.733  2.585  1.047
C  -2.400  1.576  0.108
H  -1.936  0.604  0.260
H  -2.234  1.868  -0.931
C  -3.900  1.443  0.358
C  -4.527  0.399  -0.538
H  -4.212  0.479  -1.574
H  -5.613  0.402  -0.484
S  -4.082  -1.293  -0.013
O  -5.040  -2.174  -0.618
O  -3.900  -1.336  1.407
N  -2.618  -1.619  -0.825
N  -1.367  -1.805  -0.391
C  -0.996  -1.559  0.802
C  0.391  -1.686  1.204
C  0.756  -1.210  2.463
C  2.064  -1.255  2.904
C  3.036  -1.797  2.083
C  2.700  -2.302  0.838
C  1.386  -2.258  0.380
O  0.987  -2.747  -0.815
C  1.924  -3.408  -1.630
H  2.354  -4.280  -1.127
H  2.729  -2.739  -1.950
H  1.365  -3.739  -2.504
H  3.477  -2.732  0.226
H  4.065  -1.836  2.410
H  2.322  -0.872  3.879
H  -0.012  -0.796  3.100
H  -1.682  -1.237  1.585
H  -2.790  -2.077  -1.708
H  -4.070  1.141  1.394
H  -4.389  2.408  0.200
H  -2.224  2.541  2.021
H  -1.863  3.598  0.658
H  -0.140  1.300  1.693
H  0.168  3.015  1.956
H  0.110  1.670  -0.775
H  0.548  3.348  -0.452
H  2.024  0.903  0.630
H  2.449  2.583  0.934
H  2.529  2.714  -1.737
H  3.904  2.167  -0.786
H  3.673  0.690  -2.621
H  3.247  -0.190  -1.153
H  1.750  -0.623  -3.176
H  0.880  -0.143  -1.728

Its HOMO energy is -0.3033 Ha. Its relative energy (zero: lowest compared OMol25 entry of this formula, charge and spin) is 42.29 kcal per mole. The calculation puts the HOMO-LUMO gap at 9.0 eV. The SMILES is CCCCCCCCCCS(=O)(=O)N/N=C/c1ccccc1OC. The total charge is 0.


No. 2
ORCA calculation (ωB97M-V with the def2-TZVPD basis set) on C18H30N6OPPtS2Si as an isolated structure in a non-equilibrium geometry.

Positions of all 60 atoms, in Å:
Pt  -14.136  9.215  3.141
N  -13.890  12.349  2.242
C  -14.191  12.166  3.548
N  -14.436  10.990  4.086
C  -14.901  11.029  5.403
C  -14.900  12.341  5.894
S  -14.390  13.503  4.750
C  -15.284  9.737  5.977
C  -15.651  9.351  7.280
S  -15.963  7.682  7.401
C  -15.591  7.527  5.659
N  -15.305  8.670  5.078
N  -15.613  6.325  5.048
H  -13.802  11.531  1.609
H  -13.873  13.295  1.894
H  -15.188  12.669  6.913
H  -15.709  10.032  8.141
H  -15.750  5.499  5.591
H  -15.429  6.286  4.043
C  -12.552  6.235  2.557
C  -13.647  6.649  1.654
C  -13.908  6.025  0.425
C  -14.992  6.442  -0.353
C  -15.826  7.502  0.055
C  -15.470  8.165  1.226
N  -14.441  7.660  1.983
N  -15.868  9.325  1.839
Si  -17.640  9.732  2.064
C  -18.025  10.554  0.417
C  -18.453  8.093  2.475
C  -17.991  10.953  3.424
H  -12.705  5.139  2.797
H  -12.495  6.810  3.483
H  -11.573  6.307  2.019
H  -13.286  5.171  0.152
H  -15.235  5.862  -1.268
H  -16.645  7.818  -0.572
H  -17.896  9.808  -0.390
H  -17.358  11.398  0.216
H  -19.044  10.971  0.340
H  -18.383  7.392  1.637
H  -19.508  8.300  2.712
H  -17.973  7.619  3.342
H  -17.424  11.888  3.317
H  -17.769  10.514  4.396
H  -19.076  11.243  3.393
C  -11.034  11.144  4.148
P  -10.971  9.422  3.757
C  -10.359  9.178  2.082
C  -9.890  8.512  4.896
O  -12.371  8.767  4.122
H  -10.120  11.399  4.663
H  -11.891  11.350  4.810
H  -11.149  11.769  3.237
H  -9.385  9.663  2.021
H  -11.025  9.698  1.353
H  -10.290  8.098  1.833
H  -8.893  8.984  4.894
H  -9.837  7.447  4.593
H  -10.338  8.545  5.901

Its HOMO energy (alpha / beta) is -0.2810 / -0.3539 Ha. The calculation puts the HOMO-LUMO gap (alpha / beta) at 5.3 / 6.1 eV. The total charge is +1. Its expectation value of S² is 2.0065. As for the spin multiplicity: 3.


No. 3
ORCA calculation (ωB97M-V with the def2-TZVPD basis set) on C18H31B3N2O7 as an isolated structure in a non-equilibrium geometry.

Positions of all 61 atoms, in Å:
C  7.348  -0.705  1.386
C  6.451  0.541  1.248
C  4.960  0.191  1.038
C  4.228  1.137  0.087
N  3.615  2.285  0.807
B  2.371  2.668  0.197
O  2.339  3.207  -1.086
B  1.397  2.516  -1.848
C  1.852  1.801  -3.176
O  0.881  0.892  -3.691
C  1.052  -0.421  -3.351
C  -0.046  -1.098  -2.845
C  0.052  -2.440  -2.523
C  1.248  -3.127  -2.700
C  2.345  -2.441  -3.194
C  2.254  -1.100  -3.529
O  0.129  2.433  -1.325
B  0.252  1.819  -0.055
N  -0.346  0.593  0.232
C  -0.761  0.115  1.333
C  -1.862  0.767  2.122
C  -0.181  -1.171  1.849
O  1.147  2.441  0.834
H  7.995  -0.804  0.517
H  6.755  -1.612  1.494
H  7.977  -0.632  2.272
H  6.526  1.127  2.163
H  6.793  1.171  0.428
H  4.871  -0.832  0.672
H  4.492  0.223  2.025
H  3.489  0.561  -0.484
H  4.955  1.510  -0.635
H  3.377  1.953  1.735
H  2.019  2.567  -3.940
H  2.827  1.339  -3.010
H  -0.990  -0.589  -2.715
H  -0.812  -2.971  -2.146
H  1.319  -4.175  -2.446
H  3.285  -2.963  -3.318
H  3.110  -0.576  -3.932
H  -2.428  1.403  1.446
H  -1.469  1.370  2.939
H  -2.535  -0.014  2.477
H  0.898  -1.063  1.936
H  -0.638  -1.478  2.786
H  -0.369  -1.942  1.099
C  -7.043  1.308  -0.571
C  -5.774  0.769  0.052
O  -5.972  0.371  1.420
C  -6.621  -0.777  1.596
O  -7.026  -1.507  0.730
O  -6.744  -0.985  2.907
C  -7.493  -2.155  3.250
H  -7.443  2.125  0.031
H  -6.839  1.677  -1.576
H  -7.806  0.535  -0.635
H  -5.015  1.549  0.088
H  -5.366  -0.062  -0.522
H  -7.081  -3.036  2.765
H  -8.537  -2.031  2.969
H  -7.414  -2.256  4.328

Its HOMO energy is -0.3140 Ha. The calculation puts the HOMO-LUMO gap at 9.0 eV. The total charge is 0.


No. 4
ORCA calculation (ωB97M-V with the def2-TZVPD basis set) on C18H31ClNO5ReSi2 as an isolated structure in a non-equilibrium geometry.

Positions of all 59 atoms, in Å:
Re  0.224  -0.346  -0.243
C  2.487  -2.219  2.058
Si  1.753  -0.644  2.751
C  1.622  -0.949  4.581
C  2.870  0.782  2.379
C  0.064  -0.310  1.901
C  -0.983  -1.355  1.836
C  -1.554  -2.215  2.771
C  -2.536  -3.084  2.338
C  -2.933  -3.113  0.995
C  -2.314  -2.276  0.108
N  -1.369  -1.414  0.539
Si  -0.896  1.288  2.510
C  -2.563  1.296  1.678
C  -1.315  1.077  4.311
C  0.116  2.819  2.316
H  3.181  -2.628  2.798
H  3.066  -2.043  1.144
H  1.735  -2.991  1.861
H  2.603  -1.285  4.934
H  0.904  -1.739  4.821
H  1.361  -0.062  5.151
H  3.916  0.464  2.444
H  2.729  1.602  3.087
H  2.702  1.168  1.370
H  -1.231  -2.188  3.803
H  -3.003  -3.759  3.046
H  -3.705  -3.787  0.651
H  -2.556  -2.258  -0.947
H  -3.213  0.555  2.155
H  -2.545  1.106  0.606
H  -3.022  2.280  1.829
H  -1.821  0.130  4.523
H  -2.014  1.881  4.578
H  -0.457  1.170  4.971
H  0.700  2.851  1.395
H  0.789  2.933  3.170
H  -0.561  3.681  2.305
C  -2.052  1.411  -3.174
C  -0.625  1.659  -2.719
C  0.157  2.531  -3.677
O  0.022  0.363  -2.576
C  -0.675  2.288  -1.353
O  -0.900  3.433  -1.143
O  -0.508  1.400  -0.321
H  -2.052  0.973  -4.172
H  -2.599  2.352  -3.193
H  -2.560  0.724  -2.493
H  0.101  2.125  -4.688
H  1.205  2.607  -3.374
H  -0.263  3.535  -3.673
H  0.939  0.469  -2.863
Cl  1.059  -2.475  -0.788
C  2.611  -2.028  -1.644
C  3.005  -0.578  -1.392
O  4.073  -0.242  -1.810
O  2.117  0.189  -0.784
H  2.435  -2.186  -2.703
H  3.371  -2.711  -1.283

Its HOMO energy (alpha / beta) is -0.4337 / -0.4353 Ha. Its relative energy (zero: lowest compared OMol25 entry of this formula, charge and spin) is 36.84 kcal per mole. The calculation puts the HOMO-LUMO gap (alpha / beta) at 6.8 / 7.1 eV. The total charge is +1. Its expectation value of S² is 0.7559. As for the spin multiplicity: 2.


No. 5
ORCA calculation (ωB97M-V with the def2-TZVPD basis set) on a 2-piece molecular cluster, C18H31N5O6PS2 overall in a non-equilibrium geometry.

Positions of all 63 atoms, in Å:
C  0.892  -1.836  -0.238
S  0.677  -0.463  -1.458
O  0.762  -1.133  -2.779
O  1.798  0.497  -1.407
C  -0.969  0.305  -1.365
C  -1.986  -0.228  -2.359
C  -3.307  0.350  -2.348
C  -4.384  -0.221  -3.360
C  -5.037  -1.533  -2.776
N  -5.470  -1.676  -1.582
C  -3.728  1.466  -1.411
N  -5.046  1.905  -1.524
C  -5.252  2.876  -0.594
N  -6.600  3.434  -0.522
C  -4.249  3.437  0.368
P  -4.690  4.787  1.598
O  -3.355  5.764  1.762
O  -5.920  5.756  1.072
S  -5.045  4.004  3.352
N  -2.979  2.979  0.430
C  -2.712  1.952  -0.464
C  -1.326  1.367  -0.410
C  -0.232  1.876  0.603
C  -0.724  1.929  2.113
O  -0.787  3.313  2.540
H  1.556  -2.598  -0.747
H  -0.072  -2.366  -0.018
H  1.451  -1.506  0.678
H  -1.689  -1.037  -3.065
H  -3.825  -0.497  -4.298
H  -5.160  0.558  -3.599
H  -5.140  -2.412  -3.477
H  -5.312  -0.791  -1.079
H  -6.548  4.263  -1.135
H  -7.229  2.790  -1.025
H  -3.332  6.099  2.683
H  -6.783  5.420  1.392
H  0.103  2.880  0.202
H  0.695  1.235  0.583
H  -1.782  1.553  2.143
H  -0.072  1.377  2.835
H  -0.945  3.885  1.770
C  5.442  -3.448  -0.645
N  5.801  -2.521  0.496
C  6.175  -1.180  -0.092
C  6.986  -3.075  1.235
C  4.611  -2.300  1.430
C  4.119  -3.543  2.159
O  3.689  -4.535  1.239
H  6.216  -3.359  -1.409
H  5.425  -4.471  -0.284
H  4.478  -3.147  -1.051
H  7.030  -1.315  -0.754
H  6.435  -0.506  0.723
H  5.320  -0.797  -0.649
H  6.744  -4.072  1.597
H  7.217  -2.410  2.067
H  7.827  -3.129  0.545
H  3.812  -1.892  0.807
H  4.916  -1.545  2.156
H  3.268  -3.265  2.788
H  4.894  -3.961  2.808
H  3.350  -5.284  1.749

Its HOMO energy is -0.3833 Ha. The calculation puts the HOMO-LUMO gap at 7.3 eV. The total charge is +1.


No. 6
ORCA calculation (ωB97M-V with the def2-TZVPD basis set) on a 2-piece molecular cluster, C18H31NO2 overall in a non-equilibrium geometry.

Positions of all 52 atoms, in Å:
C  0.770  -4.283  -0.607
C  -0.048  -2.884  -0.478
C  0.769  -1.710  -1.196
C  0.925  -0.455  -0.512
C  1.807  0.637  -1.295
O  1.499  1.849  -1.344
C  3.092  0.028  -2.053
C  4.527  0.726  -2.047
C  4.558  1.788  -0.850
C  5.005  1.288  -3.466
C  4.528  2.775  -3.808
C  2.939  -1.217  -2.730
C  1.471  -1.865  -2.639
O  0.892  -2.414  -3.593
H  1.640  -4.224  -1.337
H  0.035  -5.129  -0.865
H  1.235  -4.557  0.410
H  -0.035  -2.640  0.646
H  -1.135  -2.972  -0.790
H  0.494  -0.254  0.525
H  5.277  -0.101  -1.759
H  5.630  2.072  -0.607
H  3.891  2.694  -1.084
H  4.109  1.255  0.068
H  6.149  1.250  -3.479
H  4.664  0.608  -4.326
H  4.616  3.516  -2.950
H  5.245  3.163  -4.625
H  3.487  2.822  -4.296
H  3.774  -1.732  -3.294
C  -2.763  0.800  4.760
C  -2.600  0.621  3.255
N  -3.563  -0.304  2.670
C  -3.223  -0.711  1.310
C  -3.208  0.356  0.221
C  -4.970  0.002  2.898
C  -5.486  1.367  2.444
H  -2.746  -0.164  5.275
H  -1.941  1.404  5.153
H  -3.694  1.313  5.011
H  -1.590  0.228  3.089
H  -2.635  1.606  2.773
H  -3.897  -1.517  0.998
H  -2.228  -1.171  1.335
H  -4.212  0.668  -0.065
H  -2.734  -0.052  -0.677
H  -2.639  1.241  0.514
H  -5.171  -0.093  3.971
H  -5.590  -0.778  2.443
H  -4.827  2.185  2.743
H  -6.464  1.557  2.898
H  -5.627  1.409  1.364

Its HOMO energy is -0.3003 Ha. Its relative energy (zero: lowest compared OMol25 entry of this formula, charge and spin) is 134.95 kcal per mole. The calculation puts the HOMO-LUMO gap at 7.3 eV. The SMILES is CCC1=CC(=O)C([C@H](C)CC)=CC1=O.CCN(CC)CC. The total charge is 0.


No. 7
ORCA calculation (ωB97M-V with the def2-TZVPD basis set) on C18H32BCl16F10NO4S2Sn as an isolated structure in a non-equilibrium geometry.

Positions of all 85 atoms, in Å:
Sn  0.828  -4.920  4.040
B  -4.898  -6.236  5.481
F  -5.122  -5.012  6.092
F  -4.652  -6.071  4.143
F  -3.871  -7.066  5.940
F  -5.962  -7.112  5.627
C  3.104  1.394  2.233
F  2.089  2.143  2.614
F  4.077  2.130  1.695
F  3.567  0.660  3.291
S  2.517  0.147  0.799
O  2.834  0.871  -0.426
O  3.340  -1.084  1.003
N  0.883  -0.319  1.256
S  0.127  0.381  0.153
O  0.086  1.824  0.093
O  0.231  -0.268  -1.159
C  -1.697  0.086  0.718
F  -1.749  -1.166  1.145
F  -2.082  0.994  1.668
F  -2.479  0.285  -0.384
Cl  -11.261  -4.303  4.509
C  -10.238  -3.048  5.221
C  -9.118  -2.498  4.239
Cl  -9.863  -1.823  2.774
H  -9.750  -3.444  6.112
H  -10.856  -2.169  5.401
H  -8.377  -3.238  3.938
H  -8.469  -1.794  4.761
Cl  6.007  -1.962  -6.723
C  4.655  -0.919  -6.397
C  5.098  0.472  -6.031
Cl  5.962  1.195  -7.444
H  4.182  -1.371  -5.526
H  3.889  -0.973  -7.171
H  5.874  0.437  -5.267
H  4.331  1.199  -5.766
Cl  5.115  6.409  -2.871
C  6.938  6.222  -2.954
C  7.521  7.181  -3.993
Cl  6.982  8.947  -3.752
H  7.167  5.167  -3.103
H  7.285  6.465  -1.950
H  7.409  6.781  -5.000
H  8.584  7.205  -3.754
Cl  5.393  -3.271  7.579
C  6.983  -3.975  7.774
C  7.668  -4.082  6.370
Cl  6.832  -5.289  5.333
H  6.776  -4.961  8.190
H  7.461  -3.314  8.497
H  8.686  -4.455  6.484
H  7.780  -3.157  5.804
Cl  -0.491  9.031  0.661
C  0.081  8.120  1.976
C  -1.015  7.293  2.683
Cl  -1.954  8.313  3.764
H  0.774  8.719  2.568
H  0.828  7.415  1.611
H  -0.527  6.533  3.294
H  -1.579  6.729  1.941
Cl  -3.410  -1.028  -8.421
C  -3.458  -1.600  -6.704
C  -3.404  -3.152  -6.587
Cl  -1.842  -3.846  -7.105
H  -4.339  -1.106  -6.295
H  -2.682  -1.022  -6.203
H  -4.283  -3.454  -7.157
H  -3.536  -3.407  -5.536
Cl  6.584  -7.025  -3.081
C  5.237  -6.132  -2.469
C  3.922  -6.638  -3.081
Cl  2.617  -5.631  -2.490
H  5.325  -5.094  -2.790
H  5.193  -6.180  -1.381
H  3.792  -7.674  -2.771
H  3.872  -6.604  -4.169
Cl  -11.262  4.397  -0.278
C  -9.610  4.342  -0.940
C  -8.613  5.027  -0.022
Cl  -8.780  6.826  -0.146
H  -9.617  4.778  -1.939
H  -9.366  3.287  -1.059
H  -7.591  4.702  -0.219
H  -8.686  4.784  1.038

Its HOMO energy is -0.3725 Ha. Its relative energy (zero: lowest compared OMol25 entry of this formula, charge and spin) is 189.59 kcal per mole. The calculation puts the HOMO-LUMO gap at 2.1 eV. The total charge is 0.


No. 8
ORCA calculation (ωB97M-V with the def2-TZVPD basis set) on a 5-piece molecular cluster, C18H32Cl9FNO2P2 overall in a non-equilibrium geometry.

Positions of all 65 atoms, in Å:
O  0.183  0.735  -2.177
C  0.694  1.623  -1.263
C  1.726  2.456  -1.590
C  2.265  3.335  -0.696
C  1.726  3.391  0.571
C  0.691  2.553  0.893
C  0.165  1.647  0.011
C  -0.946  0.716  0.426
N  -1.067  0.612  1.884
C  0.132  -0.037  2.455
C  0.537  0.630  3.791
C  1.890  1.382  3.776
P  3.226  0.544  2.943
F  3.353  -0.917  3.366
P  5.098  1.741  3.268
O  5.203  2.780  2.043
Cl  6.560  0.336  3.006
H  -0.626  1.092  -2.569
H  2.130  2.414  -2.596
H  3.098  3.982  -0.935
H  2.115  4.074  1.317
H  0.240  2.590  1.879
H  -0.865  -0.254  -0.079
H  -1.880  1.151  0.050
H  -1.841  -0.020  2.051
H  -0.118  -1.076  2.689
H  0.924  -0.046  1.707
H  0.476  -0.065  4.627
H  -0.216  1.390  4.002
H  2.208  1.503  4.820
H  1.829  2.400  3.384
H  2.943  0.603  1.559
H  4.846  2.468  1.194
Cl  -0.453  -2.331  -5.337
C  0.369  -1.097  -6.328
C  0.496  0.216  -5.600
Cl  -1.088  1.003  -5.357
H  -0.186  -0.987  -7.256
H  1.359  -1.485  -6.563
H  1.109  0.903  -6.183
H  0.958  0.088  -4.623
Cl  7.163  -5.570  3.232
C  6.786  -4.008  3.994
C  7.901  -3.007  3.824
Cl  9.354  -3.452  4.747
H  6.572  -4.189  5.045
H  5.881  -3.633  3.516
H  7.580  -2.033  4.192
H  8.186  -2.902  2.779
Cl  -4.576  -0.673  -0.937
C  -5.331  -0.039  -2.427
C  -4.336  0.121  -3.546
Cl  -3.159  1.420  -3.215
H  -5.811  0.905  -2.182
H  -6.099  -0.754  -2.718
H  -4.854  0.389  -4.465
H  -3.779  -0.797  -3.723
Cl  -9.374  -3.385  0.347
C  -8.705  -1.793  -0.085
C  -9.001  -1.421  -1.515
Cl  -8.120  -2.453  -2.674
H  -7.634  -1.815  0.106
H  -9.161  -1.064  0.584
H  -8.685  -0.394  -1.699
H  -10.062  -1.497  -1.739

Its HOMO energy is -0.4383 Ha. The calculation puts the HOMO-LUMO gap at 7.6 eV. The total charge is +1.


no.,calculated total energy (hartree)
1,-1437.2384
2,-2654.0509
3,-1415.5227
4,-2252.7494
5,-2567.1332
6,-909.5275
7,-10457.7685
8,-5834.4047